# 1
{"formula": "C36H55F4N9O8", "method": "ωB97M-V/def2-TZVPD", "species": ["C", "C", "O", "C", "C", "C", "C", "C", "C", "C", "N", "C", "C", "C", "F", "F", "C", "F", "F", "C", "O", "C", "N", "C", "N", "C", "C", "C", "N", "N", "N", "C", "C", "C", "O", "C", "O", "N", "C", "H", "H", "H", "H", "H", "H", "H", "H", "H", "H", "H", "H", "H", "H", "H", "H", "H", "H", "H", "H", "H", "H", "H", "H", "H", "C", "O", "C", "C", "N", "C", "C", "O", "C", "H", "H", "H", "H", "H", "H", "H", "H", "H", "H", "H", "H", "H", "H", "H", "C", "O", "C", "C", "N", "C", "C", "O", "C", "H", "H", "H", "H", "H", "H", "H", "H", "H", "H", "H", "H", "H", "H", "H"], "positions_angstrom": [[4.9114, 2.0905, 0.9943], [3.3769, 1.7926, 0.7203], [2.8284, 2.8621, -0.1039], [3.1342, 0.4316, -0.0541], [2.3327, -0.6385, 0.7953], [2.9247, -1.9385, 1.1936], [4.3911, -2.1964, 0.7270], [5.4889, -2.2578, 1.7158], [6.7827, -2.5572, 1.0679], [6.8451, -2.7491, -0.3740], [5.8602, -2.6777, -1.3358], [4.6758, -2.4169, -0.6859], [2.1604, -2.9637, 2.0225], [2.7868, -4.3454, 2.4352], [3.5794, -4.8898, 1.4141], [1.7960, -5.3210, 2.6481], [3.6180, -4.2807, 3.8041], [3.7513, -2.9976, 4.3088], [2.9649, -5.0705, 4.7595], [0.8040, -2.5624, 2.4339], [0.0046, -3.4203, 3.2601], [-0.8744, -4.1201, 2.4941], [-1.7621, -4.6460, 1.9791], [0.1839, -1.2450, 2.0236], [-1.1106, -1.0049, 2.4835], [-1.6323, 0.1762, 2.0559], [-3.1160, 0.4588, 2.5190], [-3.2922, 0.3482, 4.1081], [-2.0568, 0.6672, 4.8617], [-4.3557, 1.3140, 4.4906], [-3.7728, -1.0287, 4.4129], [-0.8483, 1.1175, 1.1767], [-1.5589, 2.4659, 0.7449], [-2.6799, 2.0706, -0.3388], [-2.5530, 2.9127, -1.5083], [-3.5308, 2.5954, -2.4544], [-3.8994, 1.4602, -2.6618], [0.4305, 0.9612, 0.7313], [0.9080, -0.2674, 1.1926], [5.3115, 1.4554, 1.8404], [5.0291, 3.1662, 1.3109], [5.5264, 1.9579, 0.0542], [2.8120, 1.8561, 1.6962], [3.5525, 3.4495, -0.3863], [4.1066, 0.0433, -0.4478], [2.4718, 0.6800, -0.9404], [5.3505, -2.1286, 2.8143], [7.7082, -2.6679, 1.6885], [7.8674, -2.9983, -0.7887], [3.7801, -2.3499, -1.3742], [4.6148, -4.7691, 3.5947], [-3.5516, 1.3877, 2.0753], [-3.7158, -0.4037, 2.0870], [-2.3819, 1.1055, 5.7352], [-1.5978, -0.2028, 5.1515], [-3.9449, 2.2187, 4.7324], [-5.0054, 1.4558, 3.7130], [-2.9947, -1.6939, 4.4006], [-4.1945, -1.0515, 5.3469], [-2.1224, 2.9068, 1.6230], [-0.8468, 3.2000, 0.2881], [-2.4991, 0.9891, -0.6262], [-3.7237, 2.1193, 0.0905], [-4.0573, 3.4054, -3.0371], [-1.3787, -7.8409, -5.3435], [-2.6343, -7.5176, -4.7727], [-2.9215, -8.2504, -3.5812], [-2.8957, -7.3348, -2.3627], [-1.5345, -6.8971, -2.0577], [-1.4689, -5.8173, -1.0685], [-2.1138, -4.4765, -1.4386], [-1.4542, -3.7839, -2.4930], [-1.8365, -4.1857, -3.7982], [-1.3247, -7.3712, -6.3265], [-0.5568, -7.4525, -4.7347], [-1.2677, -8.9220, -5.4706], [-2.2518, -9.1064, -3.4537], [-3.9377, -8.6407, -3.6952], [-3.3016, -7.8716, -1.5000], [-3.5484, -6.4813, -2.5769], [-1.0942, -6.5738, -2.9096], [-0.4072, -5.6355, -0.8765], [-1.8991, -6.1723, -0.1279], [-2.0262, -3.8277, -0.5627], [-3.1875, -4.5629, -1.6396], [-2.8822, -4.4996, -3.8477], [-1.1805, -4.9806, -4.1587], [-1.7034, -3.3298, -4.4640], [-1.8584, 8.0824, -3.4614], [-0.5137, 8.3874, -3.1350], [-0.3862, 9.4438, -2.1833], [0.1241, 8.9111, -0.8495], [-0.8918, 8.0997, -0.1797], [-0.3842, 7.3488, 0.9699], [0.6881, 6.2844, 0.7065], [0.2255, 5.1666, -0.0375], [0.2339, 5.3451, -1.4459], [-1.8517, 7.3981, -4.3107], [-2.3639, 7.5858, -2.6276], [-2.4108, 8.9825, -3.7473], [-1.3192, 10.0025, -2.0617], [0.3615, 10.1343, -2.5854], [0.3935, 9.7530, -0.2045], [1.0287, 8.3272, -1.0514], [-1.2767, 7.4402, -0.8437], [-1.2470, 6.8487, 1.4200], [-0.0086, 8.0565, 1.7168], [0.9880, 5.8841, 1.6801], [1.5989, 6.6998, 0.2616], [1.0490, 5.9925, -1.7785], [-0.7280, 5.7342, -1.7852], [0.3654, 4.3632, -1.9059]], "lumo_energy_ev": -1.03, "smiles": "C[C@@H](O)Cc1c(-c2cccnc2)c(C(F)(F)C(F)F)c(OC#N)c2nc(CC(N)(N)N)c(CCOC=O)nc12.COCCNCCOC.COCCNCCOC"}

---

# 2
{"formula": "C7H13F", "method": "ωB97M-V/def2-TZVPD", "species": ["C", "C", "C", "C", "C", "C", "C", "H", "H", "H", "H", "H", "H", "H", "H", "H", "H", "H", "H", "H", "F"], "positions_angstrom": [[-2.6123, -0.9052, -0.2407], [-1.1472, -0.4658, -0.3996], [-0.0525, -1.3403, 0.2528], [0.6527, -0.0351, 0.6836], [1.7671, 0.3712, -0.2557], [-0.7088, 0.7132, 0.4579], [-0.7243, 2.1259, -0.0991], [-3.2794, -0.1470, -0.6589], [-2.9196, -0.9352, 0.8311], [-2.8226, -1.8667, -0.7028], [-0.8384, -0.2333, -1.4631], [0.5468, -2.0046, -0.3510], [-0.4780, -1.9037, 1.0776], [0.9971, 0.0231, 1.7106], [2.2033, 1.3463, -0.0653], [1.4179, 0.3660, -1.2947], [-1.2131, 0.6251, 1.4615], [-0.2236, 2.7828, 0.5820], [-1.7267, 2.4746, -0.4346], [-0.1324, 2.1428, -1.0207], [2.8245, -0.6060, -0.2297]], "e_above_lowest_kj_mol": 23.3, "lumo_energy_ev": 1.08, "smiles": "C[C@@H]1[C@H](CF)C[C@H]1C"}